The following is a DFT calculation (ωB97M-V with the def2-TZVPD basis set) of 9 unconnected molecules or ions with the total composition C34H89N3O11 in a non-equilibrium geometry.

Values from the calculation:
* SMILES: COC[C@H](C)N.COCCNCCOC.COCCNCCOC.CC(C)O.CC(C)O.CC(C)O.CC(C)O.CC(C)O.CC(C)O
* gap between HOMO and LUMO: 8.841 eV
* energy above the lowest of the compared OMol25 structures with the same formula, charge and spin: 137.2 kJ/mol
* spin multiplicity: 1

Cartesian coordinates (Å):
C -7.3752 1.3346 10.1684
O -6.3338 1.1828 9.1986
C -6.5102 0.2594 8.1204
C -7.7698 0.4972 7.1944
C -7.9151 -0.7193 6.1534
N -7.6514 1.8165 6.5683
H -8.3472 1.6064 9.7569
H -7.1630 2.1073 10.9073
H -7.3492 0.4197 10.7605
H -5.5730 0.2071 7.5663
H -6.6197 -0.6999 8.6262
H -8.6955 0.5937 7.7617
H -8.7005 -0.5018 5.4295
H -8.2049 -1.6557 6.6301
H -6.9846 -0.8033 5.5921
H -6.7732 1.8283 6.0697
H -7.5023 2.4884 7.3075
C 11.4236 2.6848 -10.2780
O 10.5016 3.2552 -9.3002
C 9.2841 3.6423 -9.9256
C 8.4197 4.1499 -8.7518
N 7.6885 3.0454 -8.0867
C 8.6088 2.3961 -7.1659
C 7.7336 1.5147 -6.2551
O 7.2423 2.3249 -5.2325
C 6.4926 1.6811 -4.2521
H 11.7478 3.3688 -11.0623
H 10.8294 1.9184 -10.7757
H 12.1656 2.0882 -9.7473
H 8.7927 2.8223 -10.4492
H 9.4275 4.4337 -10.6612
H 7.6518 4.8361 -9.1091
H 9.0356 4.7574 -8.0888
H 6.8906 3.4825 -7.6481
H 9.1110 3.1598 -6.5721
H 9.4000 1.8572 -7.6871
H 8.3144 0.7334 -5.7648
H 6.9758 0.9093 -6.7524
H 6.8150 0.7320 -3.8240
H 5.4093 1.6579 -4.3708
H 6.4763 2.3398 -3.3838
C -0.3360 1.7286 4.9478
O -1.0574 2.7810 4.3160
C -1.8253 3.5621 5.3070
C -2.7371 4.5527 4.4503
N -3.5733 3.8297 3.5297
C -4.4265 4.6145 2.5996
C -3.7349 5.2398 1.3477
O -3.2132 4.1701 0.5690
C -2.6264 4.6463 -0.6062
H 0.2305 1.2287 4.1622
H -1.0293 1.0710 5.4722
H 0.3977 2.0709 5.6777
H -1.0966 4.1331 5.8823
H -2.3423 2.9732 6.0647
H -2.0879 5.2101 3.8719
H -3.3092 5.1612 5.1506
H -2.9773 3.2575 2.9487
H -4.9768 5.3740 3.1550
H -5.2058 3.9233 2.2786
H -2.9507 5.9699 1.5480
H -4.4744 5.7893 0.7652
H -2.1340 3.7991 -1.0836
H -1.8106 5.3083 -0.3155
H -3.3400 5.0600 -1.3188
C 3.3922 -3.9644 -3.9995
C 2.0909 -4.6547 -4.5456
C 1.7310 -5.8261 -3.6515
O 0.9971 -3.7706 -4.4494
H 3.1603 -3.2267 -3.2313
H 4.0131 -3.4563 -4.7374
H 4.0839 -4.6780 -3.5518
H 2.2203 -4.9915 -5.5741
H 2.3364 -6.7274 -3.7483
H 0.7385 -6.1253 -3.9884
H 1.6082 -5.5434 -2.6060
H 1.2580 -3.0184 -4.9858
C -1.1508 1.1631 -6.7006
C 0.1275 1.2216 -7.5769
C 1.1308 2.2117 -7.0028
O 0.6991 -0.0896 -7.6739
H -1.6398 2.1198 -6.5166
H -0.9833 0.7483 -5.7066
H -1.8625 0.4938 -7.1838
H -0.2661 1.5095 -8.5517
H 1.6402 1.9577 -6.0733
H 0.6016 3.1604 -6.9135
H 1.9964 2.4032 -7.6370
H 1.5657 0.0311 -8.0688
C -7.0839 -1.3038 -1.4438
C -7.6096 -2.7025 -1.6138
C -8.0222 -3.1723 -3.0684
O -6.5906 -3.6034 -1.2522
H -6.1206 -1.1946 -1.9419
H -6.8021 -1.0378 -0.4250
H -7.7395 -0.5108 -1.8037
H -8.4241 -2.8441 -0.9035
H -7.7323 -4.2103 -3.2319
H -7.4330 -2.6143 -3.7961
H -9.0938 -3.1253 -3.2622
H -5.7767 -3.3128 -1.6702
C -3.8854 -7.6105 8.4904
C -2.5078 -7.4966 7.7694
C -2.0818 -6.0730 7.4563
O -1.4749 -8.1043 8.4543
H -3.7151 -7.3698 9.5398
H -4.3126 -8.6130 8.4644
H -4.6109 -6.9065 8.0828
H -2.6359 -8.0058 6.8142
H -1.2475 -6.1033 6.7556
H -1.8236 -5.5405 8.3716
H -2.8789 -5.4436 7.0607
H -1.7782 -8.9823 8.6967
C 5.7800 0.7402 2.9955
C 7.2972 1.0262 2.6705
C 8.0969 1.3599 3.9419
O 7.7532 -0.1856 2.1318
H 5.8136 0.1234 3.8936
H 5.1438 0.2387 2.2662
H 5.3136 1.6757 3.3046
H 7.5204 1.7715 1.9071
H 9.0764 1.7033 3.6090
H 8.2478 0.4552 4.5309
H 7.6617 2.1929 4.4939
H 7.8022 -0.8808 2.7920
C -0.6220 -0.8871 0.2081
C -0.9610 -2.3261 0.2111
C -1.7849 -2.8026 1.4732
O -1.7619 -2.6752 -0.9007
H -1.5165 -0.2734 0.1012
H -0.0317 -0.6295 -0.6712
H -0.1213 -0.4977 1.0946
H -0.0454 -2.9155 0.1623
H -2.6980 -2.2140 1.5628
H -1.1291 -2.7303 2.3408
H -2.0687 -3.8420 1.3083
H -1.2069 -2.6999 -1.6837

Cartesian forces (eV/Å) of the 3 atoms listed first:
C 0.7 -0.8 -0.1
O 0.1 1.6 -0.5
C -1.8 -0.8 1.1